# 1
DFT (ωB97M-V/def2-TZVPD) results for a structure of composition C36H37IrN10O3S2 in a non-equilibrium geometry.

The geometry in XYZ format:
```
89
Properties=species:S:1:pos:R:3:forces:R:3
Ir 0.2000 -1.6936 0.1550 0.06 -1.05 -0.16
C 0.4844 -7.2718 -0.6257 0.08 0.18 -0.21
S 0.6299 -6.1129 -2.0086 -0.02 0.12 -0.01
C 0.5847 -4.5200 -1.2802 -0.09 -0.38 0.94
S 0.3614 -4.2661 0.3940 0.03 0.58 -0.43
N 0.7610 -3.5915 -2.2106 0.16 0.01 -1.12
N 0.8029 -2.3375 -1.8697 -0.37 0.21 0.76
C 0.8344 -1.4535 -2.9997 0.29 -0.05 0.28
C 1.9836 -0.4535 -3.0240 -0.10 0.19 -0.10
C 2.0388 0.4601 -4.0720 0.02 0.06 0.07
C 3.0639 1.3904 -4.0818 -0.06 -0.10 -0.04
C 3.9967 1.3616 -3.0562 0.01 0.07 -0.04
C 3.8756 0.3824 -2.0835 0.04 0.03 0.03
N 2.8907 -0.5112 -2.0642 -0.13 -0.12 0.02
H -0.1932 -8.0611 -0.9404 -0.02 0.00 0.02
H 0.0883 -6.7546 0.2418 -0.07 -0.07 0.05
H 1.4620 -7.6923 -0.4038 -0.01 0.02 0.06
H 0.8740 -2.0392 -3.9224 -0.17 0.00 0.02
H 1.2885 0.4526 -4.8536 0.00 -0.01 -0.01
H 3.1366 2.1109 -4.8858 0.02 0.04 0.04
H 4.8042 2.0801 -3.0231 0.03 -0.04 0.03
H 4.5924 0.3047 -1.2722 0.03 0.02 -0.05
C 2.6927 0.8786 5.7189 -0.02 -0.04 0.00
C 2.3428 0.8237 4.2632 -0.06 0.08 -0.13
C 1.3558 1.6476 3.7235 0.12 -0.01 0.14
C 0.9850 1.5554 2.4001 -0.11 -0.13 -0.24
C 1.5413 0.5825 1.5462 0.40 0.23 0.51
N 1.0623 0.3569 0.2634 -0.47 0.03 -0.34
C 0.7373 1.4022 -0.5396 0.40 0.06 0.05
C 1.3476 2.6606 -0.2911 -0.01 -0.05 0.06
C 1.0515 3.7968 -0.9968 -0.04 0.08 -0.14
C 0.1305 3.7629 -2.0428 0.00 0.09 0.21
C -0.2687 4.9994 -2.7865 0.04 0.02 -0.05
C -0.4106 2.5259 -2.3692 0.06 -0.23 -0.04
C -0.1073 1.3552 -1.6892 0.14 0.26 -0.08
N -0.8782 0.2271 -2.1714 -0.28 0.04 0.03
C -2.2167 0.3196 -2.2657 -0.11 -0.24 0.05
C -2.6940 -0.6523 -3.1190 -0.03 0.01 0.00
C -1.5710 -1.3246 -3.5602 0.00 0.09 0.08
N -0.4803 -0.7620 -3.0283 0.11 -0.05 -0.19
C 2.5619 -0.2253 2.0925 -0.25 -0.02 0.01
C 2.9527 -0.0914 3.4125 0.05 0.01 -0.02
N 3.2113 -1.1950 1.2991 0.19 0.04 -0.04
C 4.5367 -1.4626 1.2379 0.12 -0.05 -0.08
C 4.6884 -2.5500 0.4146 0.02 0.02 0.01
C 3.3858 -2.8880 0.0191 -0.01 0.09 0.10
N 2.5063 -2.0652 0.5628 -0.06 0.01 0.08
H 2.5485 1.8798 6.1215 0.03 0.00 0.01
H 3.7214 0.5681 5.8949 0.01 0.03 0.01
H 2.0438 0.2000 6.2774 0.02 0.02 0.03
H 0.8607 2.3666 4.3647 0.00 0.03 -0.04
H 0.1987 2.1838 2.0099 -0.10 -0.04 0.01
H 2.0738 2.7091 0.5080 0.01 0.01 -0.06
H 1.5313 4.7317 -0.7347 0.01 -0.01 0.01
H -0.1476 5.8839 -2.1634 0.01 0.00 -0.01
H -1.3083 4.9459 -3.1076 0.01 0.00 -0.02
H 0.3498 5.1342 -3.6771 -0.01 0.00 0.00
H -1.1109 2.4715 -3.1950 0.03 -0.04 -0.02
H -2.7566 1.0822 -1.7303 0.12 0.08 0.09
H -3.7186 -0.8394 -3.3851 0.00 -0.02 0.02
H -1.4795 -2.1896 -4.1960 0.07 -0.02 0.02
H 3.7377 -0.7362 3.7879 -0.04 -0.05 0.00
H 5.2596 -0.8615 1.7631 -0.05 0.02 0.04
H 5.6043 -3.0372 0.1315 0.02 0.02 0.01
H 3.0692 -3.6854 -0.6299 -0.07 0.01 -0.02
C -4.5340 2.5320 -0.0402 -0.04 -0.02 0.13
C -4.4760 2.1337 1.4338 0.04 -0.05 -0.23
C -3.7492 0.8029 1.6915 -0.07 0.31 0.17
C -3.6097 0.6123 3.2313 0.09 -0.24 0.02
C -2.8721 -0.6445 3.6939 -0.10 0.12 -0.03
C -4.6165 -0.3246 1.1599 0.09 -0.05 -0.06
O -5.8191 -0.3450 1.2429 0.02 -0.01 0.06
N -3.9329 -1.3699 0.5666 -0.08 -0.05 0.02
C -2.5654 -1.4286 0.4236 -0.21 0.06 -0.19
O -2.0508 -2.4521 -0.0571 -0.04 -0.05 0.01
N -1.7897 -0.3749 0.7028 0.32 0.11 -0.08
C -2.3409 0.8146 1.0989 -0.15 -0.26 -0.10
O -1.7296 1.8680 1.0129 0.12 0.01 0.12
H -5.1487 3.4239 -0.1572 -0.02 -0.02 -0.07
H -4.9873 1.7373 -0.6405 -0.02 0.03 -0.03
H -3.5391 2.7657 -0.4228 0.00 -0.01 0.00
H -5.4930 2.0147 1.8066 0.03 0.03 0.09
H -3.9888 2.9219 2.0065 0.04 -0.05 0.02
H -4.6231 0.6048 3.6369 -0.01 0.09 -0.01
H -3.0958 1.4926 3.6222 -0.06 0.06 -0.06
H -3.3594 -1.5517 3.3326 0.04 -0.04 0.01
H -2.8757 -0.6826 4.7829 -0.01 -0.03 0.00
H -1.8329 -0.6512 3.3638 0.01 -0.03 -0.01
H -4.4716 -2.1684 0.2613 0.02 -0.04 0.04
```
Forces are in eV/Å.

spin multiplicity = 6
net charge = +1
gap between HOMO and LUMO (spin up / spin down) = 6.695 / 5.473 eV
energy relative to the best compared isomer or geometry (same formula, charge and spin) = 0.000 eV
E_HOMO (spin up / spin down) = -0.3432 / -0.3845 Eh

Atomic partial charges in e from the Löwdin method, atoms 1 to 8: 1.14, -0.39, 0.88, -1.10, 0.64, -0.10, -0.14, -0.21

# 2
DFT (ωB97M-V/def2-TZVPD) results for the ion C36H37N4 with charge +1 in a non-equilibrium geometry.

The geometry in XYZ format:
```
77
Properties=species:S:1:pos:R:3:forces:R:3
C -4.9228 -2.3321 -2.2433 -0.03 -0.16 0.13
N -4.6653 -2.2463 -0.8083 0.06 0.51 -0.35
C -5.2872 -3.2699 -0.0516 -0.80 -0.68 0.57
C -5.3652 -4.5756 -0.5927 0.30 0.33 0.25
C -5.9313 -5.6173 0.1381 -0.25 0.21 0.34
C -6.5336 -5.3600 1.3809 0.32 0.09 -0.23
C -6.5569 -4.0496 1.8732 0.07 -0.31 -0.06
C -5.9472 -3.0104 1.1690 0.27 -0.24 -0.43
C -3.5771 -1.4908 -0.3587 0.50 -0.53 0.19
C -3.3592 -1.2184 1.0117 0.06 0.32 -0.15
C -2.2610 -0.4595 1.4211 0.19 -0.18 -0.55
C -1.2697 -0.0872 0.4939 0.21 0.82 0.40
C -0.0163 0.6955 0.9404 -0.61 -1.78 0.87
C 1.2829 -0.0231 0.5511 0.53 0.43 -0.44
C 2.4884 0.6407 0.2484 -0.02 -0.91 -0.14
C 3.6184 -0.1014 -0.1369 -0.12 0.14 0.24
C 3.6283 -1.5163 -0.1436 -0.38 0.06 0.19
N 4.7483 -2.2286 -0.6071 -0.15 0.54 -0.08
C 5.4706 -1.6940 -1.7606 0.15 -0.15 0.10
C 5.2575 -3.4348 -0.0600 0.78 -0.75 0.51
C 5.5899 -4.5201 -0.9035 -0.52 0.31 0.14
C 6.1746 -5.6795 -0.3914 0.24 0.19 0.37
C 6.5702 -5.7386 0.9540 -0.20 0.14 -0.29
C 6.3243 -4.6401 1.7861 -0.13 -0.17 -0.17
C 5.6547 -3.5146 1.2987 -0.17 0.03 -0.45
C 2.4385 -2.1654 0.2669 0.06 0.34 -0.18
C 1.2862 -1.4239 0.5429 0.36 -0.05 0.09
C -1.4260 -0.4249 -0.8457 -0.04 0.11 0.01
C -2.5746 -1.0724 -1.2707 -0.28 -0.19 -0.33
H -4.8520 -1.3446 -2.7003 -0.02 -0.06 0.02
H -4.2337 -3.0201 -2.7507 -0.02 0.16 -0.07
H -5.9410 -2.7203 -2.3669 0.29 0.23 -0.08
H -4.9636 -4.7750 -1.5917 -0.01 0.02 0.52
H -5.8952 -6.6368 -0.2585 -0.12 0.43 0.11
H -6.9667 -6.1831 1.9568 0.11 0.38 -0.22
H -7.0523 -3.8424 2.8246 0.15 -0.02 -0.33
H -6.0032 -1.9880 1.5398 -0.04 -0.29 -0.07
H -4.0650 -1.5854 1.7506 0.25 0.20 -0.15
H -2.1670 -0.1737 2.4744 0.03 -0.22 -0.36
H -0.0696 0.6645 2.0426 0.05 0.19 -0.30
H 2.5862 1.7237 0.3135 -0.11 -0.18 -0.16
H 4.5304 0.4398 -0.4115 -0.42 -0.20 0.22
H 6.5518 -1.7927 -1.5995 -0.23 0.05 -0.07
H 5.2028 -2.2261 -2.6826 0.05 0.12 0.08
H 5.2283 -0.6397 -1.8868 0.10 -0.21 -0.13
H 5.3634 -4.4481 -1.9735 0.01 -0.11 0.46
H 6.3490 -6.5359 -1.0474 0.01 0.35 0.18
H 7.0808 -6.6291 1.3360 -0.25 0.40 -0.13
H 6.6753 -4.6642 2.8229 -0.22 0.07 -0.39
H 5.4829 -2.6612 1.9575 -0.02 -0.21 -0.21
H 2.4066 -3.2554 0.2937 -0.01 0.29 -0.04
H 0.3427 -1.9315 0.7395 0.35 -0.08 0.05
H -0.6123 -0.1698 -1.5482 -0.58 -0.33 0.26
H -2.6716 -1.3189 -2.3284 0.03 0.05 0.34
C -0.7732 8.4518 -1.0081 -0.23 -0.28 0.14
C 0.3899 8.6591 -0.0236 0.20 -0.28 -0.14
C 0.5852 7.2935 0.6910 0.18 0.62 1.01
N -0.1598 6.2871 -0.0614 -0.05 -0.92 -0.09
C -0.1246 4.9377 0.1701 0.16 0.90 -0.43
C 0.5318 4.3658 1.2988 0.34 -0.42 0.27
C 0.5364 2.9957 1.4970 -0.33 0.39 -0.52
N -0.0608 2.1275 0.6144 0.28 1.35 0.16
C -0.6566 2.6360 -0.5006 0.46 0.52 0.45
C -0.6964 3.9972 -0.7375 -0.29 -0.46 -0.30
C -0.9634 6.9136 -1.1161 -0.42 0.14 -1.04
H -1.6965 8.9156 -0.6224 0.40 -0.18 -0.24
H -0.5426 8.8872 -1.9953 -0.24 -0.20 0.49
H 1.3072 8.9277 -0.5720 -0.35 -0.06 0.30
H 0.1557 9.4640 0.6923 0.28 -0.42 -0.27
H 1.6533 7.0552 0.7763 -0.24 -0.18 -0.14
H 0.1968 7.3750 1.7194 0.05 -0.19 -0.22
H 1.0725 4.9961 2.0128 -0.37 -0.31 -0.26
H 1.0039 2.5330 2.3760 -0.22 0.27 -0.50
H -1.0773 1.9052 -1.1872 0.05 0.33 0.21
H -1.1563 4.3035 -1.6811 0.14 0.05 0.50
H -2.0325 6.6524 -1.0269 0.44 -0.08 0.10
H -0.6395 6.5926 -2.1242 -0.01 -0.12 0.47
```
Forces are in eV/Å.

net charge = +1
gap between HOMO and LUMO = 6.652 eV
E_HOMO = -0.3490 Eh

Atomic partial charges in e from the Löwdin method, atoms 1 to 8: -0.06, -0.09, -0.22, -0.03, -0.08, -0.09, -0.08, -0.03

| no. | E (hartree) |
| --- | --- |
| 1 | -3067.73290 |
| 2 | -1612.81836 |